# 1
ORCA calculation (the ωB97M-V functional and the def2-TZVPD basis) on a 2-piece molecular cluster, C5H13NO overall.

Geometry (Å):
C (0.492806, 0.594721, -2.683593)
C (-0.853861, 0.252731, -2.089104)
C (-0.797835, 0.157173, -0.552283)
C (-0.397622, -0.921108, 0.127509)
N (-0.603587, -1.236567, 1.440868)
C (-0.651862, -0.250849, 2.552957)
H (1.107591, -0.322847, -2.619121)
H (0.461460, 0.904591, -3.746623)
H (1.042976, 1.391706, -2.159022)
H (-1.126903, -0.774530, -2.429403)
H (-1.742016, 0.915401, -2.431940)
H (-1.229612, 1.056363, -0.093498)
H (0.146564, -1.838535, -0.252945)
H (-0.369613, -2.231692, 1.708600)
H (-1.699006, 0.022736, 2.752594)
H (-0.147207, 0.674941, 2.209968)
H (-0.312793, -0.773180, 3.438595)
H (1.610271, 0.990031, 0.239958)
H (2.627738, 0.444697, 1.182479)
O (2.138238, 1.150035, 0.997671)

Atomic forces in eV per Å
0.80 0.11 -0.80
-1.17 -0.60 0.32
-0.41 0.95 -0.99
0.30 -1.72 -0.13
0.65 -1.00 2.19
-1.23 -0.37 -1.57
-0.04 0.52 -0.09
-0.11 -0.28 0.42
-0.37 -0.18 0.02
0.09 0.72 -0.08
1.66 -0.81 0.72
0.12 -0.68 0.45
-0.99 1.35 -0.91
-0.23 2.16 -0.47
0.13 0.04 -0.04
0.24 -0.66 0.74
0.59 0.50 0.19
-0.80 -0.54 -1.09
3.06 -4.67 0.98
-2.30 5.19 0.13

The calculation puts the total energy at -8931.736 eV. The max |F| is 0.1105 hartree/bohr. The calculation puts the LUMO energy at 0.85 eV. For the relative energy (zero: lowest compared OMol25 entry of this formula, charge and spin), the calculation gives 52.5 kcal/mol. The value obtained for the HOMO energy is -7.73 eV.

=====

# 2
ORCA calculation (the ωB97M-V functional and the def2-TZVPD basis) on a 2-piece molecular cluster, C5H13NO overall.

Geometry (Å):
C (-2.143954, -0.380272, 2.576209)
C (-1.181791, -0.691246, 1.533474)
C (-1.546514, -0.924038, 0.260563)
N (-0.594241, -0.993528, -0.853339)
C (-0.552900, 0.242340, -1.683999)
C (0.744299, 1.116956, -1.995602)
H (-2.812124, 0.390611, 2.126288)
H (-2.803470, -1.129230, 2.915205)
H (-1.715806, 0.098144, 3.593239)
H (-0.126901, -0.692059, 1.978773)
H (-2.659825, -1.065508, 0.067970)
H (0.368804, -1.048261, -0.565794)
H (-1.260673, 0.942888, -1.177607)
H (-0.797549, -0.085944, -2.627155)
H (1.423379, 1.348547, -1.294022)
H (0.371279, 2.067237, -2.554157)
H (1.152571, 0.581247, -2.911091)
H (4.296851, 0.830195, 0.134793)
H (5.228723, -0.411525, 0.547399)
O (4.609845, -0.196549, -0.071141)

Atomic forces in eV per Å
-0.92 3.05 2.41
2.14 -0.74 -0.10
1.13 0.30 0.15
0.05 0.39 0.46
-0.23 2.07 2.35
-3.55 -1.39 -5.15
0.20 -0.26 0.72
-0.61 -1.36 0.29
-0.61 -1.03 -2.52
-1.14 0.06 -1.63
1.65 0.46 -0.29
0.05 -0.80 1.00
0.06 -0.44 -1.02
-1.43 -0.10 -2.19
2.33 0.62 2.60
0.38 -1.33 1.45
0.53 0.51 1.45
1.48 -4.29 -0.68
2.68 -0.68 2.82
-4.18 4.97 -2.14

The calculation puts the total energy at -8930.210 eV. The max |F| is 0.1330 hartree/bohr. The calculation puts the LUMO energy at 0.62 eV. For the relative energy (zero: lowest compared OMol25 entry of this formula, charge and spin), the calculation gives 87.7 kcal/mol. The value obtained for the HOMO energy is -8.27 eV.

=====

# 3
ORCA calculation (the ωB97M-V functional and the def2-TZVPD basis) on C5H13NO as an isolated structure.

Geometry (Å):
C (-1.632545, 0.275779, 0.386274)
C (-1.527565, 1.601726, -0.383966)
C (-2.014520, -0.879821, -0.553607)
H (-2.321727, 0.354464, 1.228645)
H (-0.646304, -0.400966, 0.840030)
H (-0.730320, 1.519470, -1.123409)
H (-1.225196, -1.010888, -1.293902)
H (-2.154631, -1.816552, -0.012590)
H (-1.314549, 2.443034, 0.277163)
H (-2.473907, 1.801200, -0.888155)
H (-2.951639, -0.639017, -1.057661)
C (3.191298, -0.627982, -0.022790)
C (1.703226, -0.301744, -0.076881)
N (1.038027, -0.169781, 1.094759)
O (1.132653, -0.155284, -1.163652)
H (-0.341526, 0.463789, 0.842679)
H (1.595312, -0.332724, 1.924665)
H (3.353231, -1.581010, 0.485997)
H (3.589360, -0.688059, -1.033355)
H (3.731325, 0.144367, 0.529756)

Atomic forces in eV per Å
-0.08 -0.86 0.14
0.41 -0.11 0.21
-0.07 0.11 0.01
0.08 0.01 0.01
-1.37 0.72 -0.55
-0.05 0.05 -0.03
-0.04 0.00 -0.02
0.02 0.02 0.00
0.02 -0.02 -0.02
0.01 -0.12 0.03
0.03 0.00 -0.04
-0.10 -0.03 -0.06
-0.01 0.06 0.03
-0.18 0.41 -0.10
0.14 0.01 0.18
1.27 -0.40 0.26
0.05 0.17 -0.08
-0.01 0.04 0.00
-0.04 -0.01 0.03
-0.06 -0.04 0.00

The calculation puts the total energy at -8930.409 eV. The max |F| is 0.0319 hartree/bohr. The calculation puts the LUMO energy at 1.02 eV. For the relative energy (zero: lowest compared OMol25 entry of this formula, charge and spin), the calculation gives 83.1 kcal/mol. The value obtained for the HOMO energy is -8.91 eV.

=====

> Which of these has the lowest relative energy (zero: lowest compared OMol25 entry of this formula, charge and spin)?

number 1

=====

> max |F| of number 3 (C5H13NO)?

0.0319 hartree/bohr

=====

> The lowest relative energy (zero: lowest compared OMol25 entry of this formula, charge and spin) belongs to which entry?

number 1